1.
Computed, not measured: C23H26N2O6 in the gas phase, with ωB97M-V with the def2-TZVPD basis set.

Results
HOMO-LUMO gap = 8.669 eV
Energy relative to the best compared isomer or geometry (same formula, charge and spin) = 2.340 eV
HOMO level = -8.06 eV
SMILES = CCOc1ccc(OCCC(=O)OCC(=O)N2c3ccccc3NC(=O)C2(C)C)cc1
Total charge = 0

Geometry as XYZ:
```
57
C23H26N2O6 (ωB97M-V with the def2-TZVPD basis set)
C 7.1206 3.1347 -0.4206
C 7.4893 1.6983 -0.0593
O 6.8049 0.7446 -0.8449
C 5.4935 0.4717 -0.5915
C 4.7466 0.9653 0.4683
C 3.4177 0.5985 0.6305
C 2.8103 -0.2684 -0.2632
C 3.5631 -0.7697 -1.3266
C 4.8789 -0.4070 -1.4878
H 5.4638 -0.7943 -2.3066
H 3.0899 -1.4507 -2.0159
O 1.5134 -0.7121 -0.1982
C 0.6401 -0.1736 0.7660
C 0.1795 1.2392 0.3919
C -1.1015 1.6913 1.0511
O -1.5281 2.8127 0.9840
O -1.7244 0.6944 1.6905
C -3.0157 0.9510 2.2274
H -3.3746 1.9263 1.8815
H -2.9454 0.9823 3.3198
C -3.9944 -0.1854 1.8933
O -4.8817 -0.4495 2.6709
N -3.7358 -0.8718 0.7406
C -3.1661 -0.2382 -0.3782
C -3.5236 1.0441 -0.7737
C -2.9185 1.6257 -1.8746
C -1.9690 0.9261 -2.6013
C -1.6451 -0.3737 -2.2512
C -2.2529 -0.9617 -1.1517
N -1.9934 -2.2745 -0.7832
C -2.8191 -3.0195 -0.0033
O -2.5969 -4.1883 0.2104
C -4.0684 -2.2899 0.5397
C -4.4743 -2.9999 1.8268
H -5.4398 -2.6544 2.1796
H -4.5177 -4.0666 1.6220
H -3.7355 -2.8332 2.6069
C -5.1802 -2.4197 -0.5115
H -5.3855 -3.4701 -0.6994
H -6.0851 -1.9436 -0.1408
H -4.8921 -1.9441 -1.4476
H -1.2117 -2.7526 -1.2145
H -0.9200 -0.9358 -2.8200
H -1.4913 1.3861 -3.4523
H -3.1926 2.6277 -2.1630
H -4.2769 1.5837 -0.2214
H 0.9505 1.9841 0.5967
H -0.0085 1.2660 -0.6864
H 1.0892 -0.1895 1.7656
H -0.2158 -0.8515 0.7680
H 2.8811 1.0033 1.4743
H 5.1766 1.6395 1.1921
H 8.5457 1.5215 -0.2806
H 7.3270 1.5102 1.0095
H 6.0655 3.3232 -0.2381
H 7.7117 3.8258 0.1740
H 7.3226 3.3118 -1.4739
```

2.
Computed, not measured: a molecular structure, C23H26N4O3S at a distorted geometry, with ωB97M-V with the def2-TZVPD basis set.

Results
HOMO-LUMO gap = 8.057 eV
Energy relative to the best compared isomer or geometry (same formula, charge and spin) = 19.296 eV
HOMO level = -8.23 eV
Total charge = 0

Geometry as XYZ:
```
57
C23H26N4O3S (ωB97M-V with the def2-TZVPD basis set)
C -5.8455 -0.9624 1.6056
C -4.5031 -1.2201 0.7130
C -3.5478 -0.1211 0.5172
C -2.4996 -0.4817 -0.2072
C -2.2932 -1.8716 -0.8987
C -3.3168 -2.7832 -0.5230
C -4.5067 -2.5811 0.3119
H -5.1636 -3.2245 0.1491
H -3.1436 -3.6480 -1.0965
C -1.0265 -1.9807 -1.5562
N 0.0525 -1.1817 -0.8649
C 0.2376 -1.7206 0.2711
O -0.2917 -2.8748 0.7918
C 1.4208 -1.0308 1.2028
C 2.3877 -1.7363 1.7686
S 3.1346 -0.5446 2.9136
N 2.2404 0.4906 2.2487
N 1.3027 0.1554 1.4755
H 2.7711 -2.6469 1.8746
C 1.0127 -0.5984 -1.6137
C 2.4039 -0.6939 -1.3264
C 3.2297 0.3763 -0.7455
C 4.5355 -0.2769 -0.4838
C 4.2325 -1.6740 -0.5154
O 3.0286 -1.7400 -1.3681
C 5.2379 -2.8969 -0.4907
H 5.6095 -3.4228 -1.4259
H 5.9908 -2.5249 0.1850
H 4.4803 -3.7815 0.0157
H 5.4891 0.0214 -0.1404
H 3.1940 1.4489 -0.9558
H 1.0020 -1.1721 -2.8378
C 0.6319 0.8562 -1.9871
O 0.4712 1.0868 -3.1716
N 0.3221 1.4715 -0.9085
H 0.5959 1.3476 0.0447
C 0.0687 2.9582 -1.1269
C -1.3135 3.2615 -0.0371
H -2.1062 2.5962 -0.6137
H -1.7344 4.3815 -0.4756
C -0.9390 3.0733 1.3556
H -1.2608 2.1917 1.7738
H -1.8078 3.7175 1.8059
C 0.3897 3.4788 1.3826
H 0.3852 4.6397 1.7987
H 1.1669 2.8345 1.9252
C 1.0910 3.6315 -0.0246
H 2.1575 3.2118 -0.0964
H 1.0437 4.8732 -0.4960
H -0.0524 3.3164 -1.9559
H -0.9020 -2.9626 -1.7481
H -1.1321 -1.4007 -2.5710
H -1.6375 0.3968 -0.4077
H -3.8047 0.6798 1.0801
H -5.6123 -1.3201 2.6753
H -6.1239 0.1871 1.7137
H -6.7533 -1.6094 1.0706
```

3.
Computed, not measured: a molecular structure, C23H26N7O12SW at a distorted geometry, with ωB97M-V with the def2-TZVPD basis set.

Results
HOMO-LUMO gap = 5.521 eV
Energy relative to the best compared isomer or geometry (same formula, charge and spin) = 0.564 eV
HOMO level = -16.41 eV
Total charge = +3

Geometry as XYZ:
```
70
C23H26N7O12SW (ωB97M-V with the def2-TZVPD basis set)
W 11.3950 10.8190 9.6986
C 16.5606 8.8474 10.6561
N 15.5419 9.8767 10.3948
C 16.0561 11.1958 10.2084
C 14.2598 9.6352 10.3214
O 13.4314 10.6250 10.3611
C 13.7068 8.2250 10.1697
O 12.3725 8.3872 9.8387
C 11.3710 7.5988 10.4141
C 10.5298 8.5061 11.3509
O 10.9819 9.7210 11.4812
N 9.5047 8.0631 11.9965
C 8.4428 8.9191 12.6345
C 9.2783 6.6027 11.9082
H 17.0535 8.6431 9.7391
H 16.0669 7.9804 11.0162
H 17.2751 9.2006 11.3926
H 17.1675 11.1962 10.2345
H 15.8101 11.8984 11.0369
H 15.7212 11.5719 9.2071
H 13.8534 7.7489 11.1242
H 14.3079 7.6812 9.4555
H 11.7426 6.6678 10.8711
H 10.7025 7.2004 9.6153
H 8.3987 9.9240 12.1719
H 8.5113 9.0216 13.7204
H 7.4662 8.4356 12.4309
H 10.0882 6.0693 12.4408
H 9.2303 6.3140 10.8841
H 8.3446 6.3998 12.3657
O 7.4317 9.2484 9.2644
C 7.7389 10.2562 8.8515
O 10.3781 9.7211 8.9212
C 7.9280 11.4702 8.2114
C 7.0588 11.7695 7.1422
C 7.1340 12.9062 6.4669
C 8.1312 13.8485 6.7328
C 9.0371 13.6082 7.7037
C 8.9660 12.4123 8.4715
O 10.0880 12.1196 9.1814
N 10.2537 14.4374 7.6216
O 11.3005 13.8801 7.5640
O 10.0907 15.6261 7.5678
N 6.3125 13.1805 5.2880
O 6.3344 14.3492 4.8791
O 5.7664 12.2503 4.7707
H 6.3283 11.0481 6.9421
H 8.1678 14.7550 6.1762
O 13.2798 18.3776 12.0575
C 12.1555 18.4315 11.1831
N 11.3992 17.2384 11.4884
C 11.6613 16.0620 10.8563
O 11.9608 15.9422 9.6982
C 11.5103 14.7731 11.6448
C 11.3815 14.6713 13.0055
C 11.2470 13.3769 13.5572
C 11.1581 12.3296 12.6664
N 11.3048 12.4500 11.3259
C 11.5313 13.6298 10.8022
H 13.6137 19.2510 12.1726
H 12.4950 18.4296 10.1352
H 11.5158 19.3126 11.3882
H 11.2283 17.1663 12.4409
H 11.5196 15.5049 13.6414
H 11.1304 13.1332 14.5698
H 10.8977 11.3494 12.9553
H 11.7288 13.7293 9.7694
S 12.7762 11.1792 7.7557
C 11.5922 10.6782 6.6073
N 10.6095 10.4653 6.0933
```

4.
Computed, not measured: a molecular structure, C23H26N7ORuS4 at a distorted geometry, with ωB97M-V with the def2-TZVPD basis set.

Results
2S+1 = 2
HOMO-LUMO gap (alpha / beta) = 6.316 / 6.171 eV
Energy relative to the best compared isomer or geometry (same formula, charge and spin) = 0.141 eV
HOMO level (alpha / beta) = -6.97 / -7.05 eV
Total charge = 0

Geometry as XYZ:
```
62
C23H26N7ORuS4 (ωB97M-V with the def2-TZVPD basis set)
Ru 1.5503 -0.5884 -0.5722
N -2.4132 -2.0502 -0.7064
C -1.2550 -2.0523 -0.0383
N -0.4381 -1.2034 -0.6270
C -1.1560 -0.7313 -1.6845
N -2.3699 -1.2127 -1.7653
C -0.4815 0.1659 -2.6247
C -1.0890 0.6963 -3.7464
N -0.4125 1.4512 -4.6070
C 0.8703 1.6422 -4.3353
C 1.4936 1.1101 -3.2130
N 0.8104 0.3828 -2.3308
H -3.2360 -2.6027 -0.5343
H -1.0424 -2.6377 0.8406
H -2.1326 0.4951 -3.9514
H 1.4466 2.2342 -5.0355
H 2.5449 1.2679 -3.0123
S 3.6800 0.1333 -0.7893
S 4.6444 0.2876 1.0143
S 3.1132 -0.1463 2.4297
S 2.0989 -1.6667 1.4547
C 2.1058 -2.4696 -1.4554
C 1.8838 -2.3466 -2.9131
C 2.8589 -1.8144 -3.7672
C 2.6062 -1.5862 -5.1090
C 1.3656 -1.8883 -5.6625
C 0.4015 -2.4624 -4.8447
C 0.6650 -2.7007 -3.5033
H 3.1497 -2.6359 -1.2111
H 1.4793 -3.2540 -1.0250
H 3.8319 -1.5698 -3.3532
H 3.3895 -1.1727 -5.7342
H 1.1648 -1.7020 -6.7091
H -0.5626 -2.7378 -5.2576
H -0.0923 -3.1815 -2.8888
C -2.1829 1.2411 6.3199
C -2.9483 1.4397 5.0188
N -2.1320 1.2415 3.8161
C -2.2441 -0.0461 3.1446
C -1.3615 -1.1333 3.7501
C -1.2916 2.2619 3.4979
O -1.2643 3.2726 4.1875
C -0.4281 2.2569 2.2509
C -0.0877 3.5229 1.7773
C 0.7336 3.6413 0.6754
C 1.1952 2.4883 0.0665
N 0.8970 1.2708 0.5120
C 0.1127 1.1629 1.5925
H -2.8540 1.3699 7.1706
H -1.3831 1.9748 6.4017
H -1.7504 0.2420 6.3801
H -3.3563 2.4490 4.9846
H -3.7787 0.7360 4.9520
H -2.0615 0.0875 2.0789
H -3.2894 -0.3485 3.2323
H -0.3225 -0.8156 3.8367
H -1.3755 -2.0393 3.1421
H -1.7128 -1.4008 4.7468
H -0.4620 4.3893 2.3040
H 1.0254 4.6082 0.2907
H 1.8497 2.5283 -0.7950
H -0.0001 0.1457 1.9336
```